No. 1
{"formula": "CH3NO3", "method": "wB97M-V/def2-TZVPD", "elements": ["N", "C", "O", "H", "O", "O", "H", "H"], "positions_angstrom": [[-2.8686, 0.5547, -0.1646], [-2.1464, 1.3541, 0.3984], [-1.3280, 2.0423, 0.9059], [-3.6995, 0.3071, -0.5979], [0.8700, -0.2774, 0.1720], [2.1950, -0.1787, 0.6397], [0.3627, 0.6141, 0.3546], [2.8529, -0.6370, 0.0437]], "largest_force_ha_per_bohr": 0.08553, "gap_ev": 10.43, "spin_multiplicity": 1, "total_energy_ha": -320.25985, "smiles": "N=C=O.OO", "relative_energy_ev": 2.252}



No. 2
{"formula": "C5H9N6O2S", "method": "wB97M-V/def2-TZVPD", "elements": ["C", "C", "C", "C", "C", "N", "N", "N", "N", "N", "N", "O", "O", "S", "H", "H", "H", "H", "H", "H", "H", "H", "H"], "positions_angstrom": [[-0.7214, 0.2587, 0.8443], [0.5661, -0.1191, 0.4096], [-1.7316, 1.0890, 0.3303], [2.7622, -0.0703, -2.5132], [1.9561, -0.5365, -1.5481], [-0.9040, -0.3047, 2.0668], [0.8536, -1.1649, 1.2933], [1.2444, -3.6003, 2.2280], [-2.7345, 1.1892, 1.1703], [1.2421, 0.2391, -0.7335], [-1.7453, 1.6688, -0.9424], [0.0172, -1.1460, 2.3178], [-3.0105, 2.1046, -1.3577], [1.9682, -2.5653, 1.4449], [3.3887, -0.8079, -2.9198], [3.0236, 0.9128, -2.7146], [1.8243, -1.6493, -1.5911], [1.3476, -3.5654, 3.2516], [-2.5835, 0.8099, 2.0900], [-3.5452, 1.9217, 1.0792], [1.1837, 1.2822, -0.9762], [-1.3462, 1.0307, -1.6242], [-3.0556, 3.0230, -1.6053]], "largest_force_ha_per_bohr": 0.10219, "gap_ev": [7.65, 5.14], "spin_multiplicity": 1, "total_energy_ha": -1072.57422, "charge": 1, "relative_energy_ev": 2.114}



No. 3
{"formula": "CH3ClO3P", "method": "wB97M-V/def2-TZVPD", "elements": ["C", "O", "O", "O", "P", "Cl", "H", "H", "H"], "positions_angstrom": [[-1.0620, 0.3996, -0.0095], [1.2312, 2.0598, -0.1999], [0.4559, 0.7064, -2.2169], [1.6676, -2.9968, 1.7063], [0.4557, 0.9928, -0.7955], [1.0886, -1.5704, 0.9616], [-0.6140, -0.5226, 0.5176], [-1.5610, 1.0452, 0.7224], [-1.6620, -0.1141, -0.6862]], "largest_force_ha_per_bohr": 0.06330, "gap_ev": 6.79, "spin_multiplicity": 1, "total_energy_ha": -1067.17229, "charge": -1, "relative_energy_ev": 3.013}



No. 4
{"formula": "C32H52F2NO20S", "method": "wB97M-V/def2-TZVPD", "elements": ["O", "S", "O", "F", "C", "C", "C", "N", "C", "C", "C", "F", "C", "C", "H", "H", "H", "H", "H", "H", "H", "H", "H", "H", "H", "H", "H", "H", "H", "H", "C", "C", "C", "O", "C", "O", "O", "H", "H", "H", "H", "H", "H", "C", "C", "C", "O", "C", "O", "O", "H", "H", "H", "H", "H", "H", "C", "C", "C", "O", "C", "O", "O", "H", "H", "H", "H", "H", "H", "C", "C", "C", "O", "C", "O", "O", "H", "H", "H", "H", "H", "H", "C", "C", "C", "O", "C", "O", "O", "H", "H", "H", "H", "H", "H", "C", "C", "C", "O", "C", "O", "O", "H", "H", "H", "H", "H", "H"], "positions_angstrom": [[-1.2469, 2.5874, 3.2252], [-1.1316, 2.6540, 4.7663], [0.2719, 3.2136, 5.1030], [-2.2672, 3.8713, 5.2930], [-1.5156, 0.9993, 5.6289], [-0.1119, 0.3672, 6.1684], [-0.0419, -1.2568, 6.2875], [-0.9227, -2.0426, 5.3530], [-0.3533, -2.3561, 3.9956], [0.8991, -1.4375, 3.4977], [1.3915, -1.7461, 1.9494], [2.8167, -1.3122, 1.7216], [-2.3487, -1.4664, 5.2207], [-2.3814, 0.0538, 4.6119], [-2.1588, 1.2869, 6.5886], [0.0534, 0.7971, 7.2698], [0.8519, 0.7100, 5.5597], [-0.4079, -1.5273, 7.3917], [1.1005, -1.5949, 6.2701], [-1.0814, -2.9844, 5.8266], [0.0405, -3.4823, 4.0266], [-1.1540, -2.3440, 3.1116], [0.6525, -0.2884, 3.5624], [1.8467, -1.6666, 4.1820], [1.3795, -2.9114, 1.7972], [0.6855, -1.1703, 1.2037], [-2.8808, -2.1840, 4.4315], [-2.9548, -1.6045, 6.2247], [-3.5133, 0.4235, 4.6892], [-2.0924, 0.1318, 3.4810], [-3.3982, -5.9827, 0.1976], [-2.4961, -5.1127, 1.0492], [-1.8933, -3.9630, 0.3002], [-0.6977, -3.7231, 1.0203], [-0.3373, -4.9203, 1.5739], [0.7438, -5.1443, 2.0905], [-1.3481, -5.8352, 1.4670], [-3.7318, -6.8570, 0.7664], [-4.2777, -5.4273, -0.1419], [-2.8644, -6.3664, -0.6790], [-3.0302, -4.7768, 1.9465], [-2.5346, -3.0772, 0.3076], [-1.6301, -4.2050, -0.7356], [-1.9107, 6.9071, 5.5700], [-3.3026, 7.3943, 5.2222], [-3.3209, 8.4252, 4.1345], [-4.5043, 9.1488, 4.4200], [-4.7029, 9.0415, 5.7686], [-5.5065, 9.7032, 6.4027], [-3.8773, 8.0970, 6.3131], [-1.9477, 6.2317, 6.4314], [-1.4547, 6.3782, 4.7277], [-1.2599, 7.7411, 5.8557], [-3.9540, 6.5440, 4.9859], [-3.3701, 7.9796, 3.1371], [-2.4737, 9.1190, 4.1745], [3.7328, 0.0012, -0.5628], [4.5160, 1.1085, -1.2383], [4.0759, 2.4835, -0.8361], [4.4300, 3.2599, -1.9663], [4.3850, 2.4151, -3.0406], [4.4306, 2.7753, -4.2042], [4.2774, 1.1128, -2.6373], [4.0286, -0.9740, -0.9640], [3.8993, 0.0018, 0.5186], [2.6587, 0.1038, -0.7536], [5.5916, 0.9640, -1.0785], [4.5925, 2.8428, 0.0582], [2.9943, 2.5697, -0.6829], [-7.9563, -5.1078, -3.5420], [-7.0542, -4.2379, -2.6904], [-6.4515, -3.0881, -3.4394], [-5.2558, -2.8482, -2.7193], [-4.8954, -4.0455, -2.1658], [-3.8144, -4.2694, -1.6491], [-5.9063, -4.9603, -2.2726], [-8.2900, -5.9822, -2.9732], [-8.8358, -4.5525, -3.8815], [-7.4225, -5.4915, -4.4186], [-7.5883, -3.9019, -1.7931], [-7.0927, -2.2024, -3.4320], [-6.1882, -3.3301, -4.4752], [7.0975, -1.7225, -5.8802], [6.4588, -2.1352, -4.5697], [6.8067, -1.2330, -3.4246], [6.6793, -2.0946, -2.3079], [6.9374, -3.3567, -2.7664], [7.1205, -4.3268, -2.0515], [6.9680, -3.3861, -4.1334], [6.8895, -2.4667, -6.6563], [6.7215, -0.7509, -6.2148], [8.1877, -1.6651, -5.7877], [5.3732, -2.2352, -4.6918], [6.1231, -0.3838, -3.3389], [7.8367, -0.8607, -3.4578], [3.6407, 3.6475, -7.0569], [2.1990, 3.4557, -7.4816], [1.8830, 2.0547, -7.9098], [0.8035, 2.2458, -8.8063], [0.9637, 3.4955, -9.3377], [0.3423, 3.9231, -10.2952], [1.9167, 4.2008, -8.6561], [3.8390, 4.7042, -6.8484], [3.8703, 3.0631, -6.1608], [4.3305, 3.3527, -7.8556], [1.5216, 3.8005, -6.6906], [1.5832, 1.4191, -7.0720], [2.7009, 1.5679, -8.4528]], "largest_force_ha_per_bohr": 0.15561, "gap_ev": 7.76, "spin_multiplicity": 1, "total_energy_ha": -3407.63248, "charge": 1, "relative_energy_ev": 6.684}



No. 5
{"formula": "C22H39Cl3N3NdO3Si", "method": "wB97M-V/def2-TZVPD", "elements": ["C", "C", "H", "H", "H", "C", "C", "H", "H", "H", "H", "Nd", "Cl", "Cl", "H", "H", "C", "C", "N", "H", "C", "O", "H", "H", "H", "H", "H", "H", "C", "C", "N", "H", "C", "O", "H", "H", "H", "H", "O", "C", "C", "C", "H", "C", "H", "C", "H", "C", "C", "H", "H", "H", "Si", "Cl", "C", "C", "C", "H", "H", "H", "H", "H", "H", "H", "H", "H", "C", "C", "N", "H", "H", "H"], "positions_angstrom": [[-1.5005, -2.1377, -2.2956], [-1.0923, -3.1819, -1.2996], [-1.2224, -2.4304, -3.3122], [-1.0346, -1.1645, -2.0653], [-2.5899, -1.9747, -2.2925], [-0.5871, -4.3923, -1.5952], [-0.3996, -4.9492, -2.9632], [-0.2891, -5.0546, -0.7790], [-0.6204, -4.2299, -3.7586], [-1.0144, -5.8431, -3.1371], [0.6426, -5.2733, -3.0724], [-0.1284, 0.2822, 0.9905], [-2.7254, 0.1410, 1.6105], [-0.2859, 1.4944, -1.4243], [0.6895, 4.7366, 4.5059], [-1.5009, 5.6601, 3.2524], [1.0326, 4.4229, 3.5183], [-1.0329, 5.2950, 2.3307], [-0.1240, 4.2030, 2.6531], [1.5895, 3.4846, 3.5896], [-0.1981, 3.0594, 2.0078], [0.7354, 2.1961, 2.0756], [-1.7966, 4.8948, 1.6511], [-1.1209, 2.8525, 1.4259], [1.6755, 5.2040, 3.1016], [-0.4786, 6.1070, 1.8371], [1.5218, -1.7103, -2.1234], [2.4064, -3.7779, -0.9672], [2.3424, -1.1107, -1.7061], [3.2655, -3.1614, -0.6629], [2.8562, -1.7726, -0.5099], [1.9768, -0.1059, -1.4747], [2.7967, -1.2245, 0.7023], [2.2441, -0.1243, 0.9528], [3.6470, -3.5117, 0.3019], [3.2434, -1.8460, 1.4997], [3.1414, -1.0559, -2.4566], [4.0516, -3.2375, -1.4236], [-0.0425, -1.8820, 0.3521], [-1.1074, -2.7208, 0.1559], [0.1210, -4.2213, 1.8289], [-1.0785, -3.8270, 1.2256], [1.0447, -3.7005, 1.5613], [0.1140, -5.2409, 2.7877], [-2.0478, -2.1521, 0.2916], [-2.2882, -4.3901, 1.6407], [1.0553, -5.5428, 3.2525], [-1.0925, -5.8549, 3.1502], [-2.2965, -5.4194, 2.5821], [-3.2092, -3.9994, 1.2026], [-1.1005, -6.6583, 3.8903], [-3.2442, -5.8719, 2.8746], [-0.3932, 4.8373, -4.4998], [-0.6338, 3.3841, -5.9597], [1.4330, 4.8467, -4.0807], [-1.4845, 4.3118, -3.0814], [-0.9544, 6.4808, -5.2132], [1.7435, 3.8528, -3.7338], [1.6475, 5.5746, -3.2879], [2.0288, 5.1097, -4.9645], [-0.3541, 6.7534, -6.0906], [-0.8549, 7.2794, -4.4658], [-2.0071, 6.4276, -5.5195], [-1.1693, 3.3178, -2.7311], [-2.5349, 4.2519, -3.3945], [-1.4059, 5.0050, -2.2340], [0.0001, -0.0535, 6.1180], [0.0013, -0.2915, 4.6951], [-0.0031, -0.4224, 3.5451], [-0.8934, 0.5253, 6.3715], [0.8912, 0.5278, 6.3752], [-0.0008, -1.0006, 6.6677]], "largest_force_ha_per_bohr": 0.04661, "gap_ev": [7.90, 7.90], "spin_multiplicity": 4, "total_energy_ha": -3483.42884, "relative_energy_ev": 0.000}



No. 6
{"formula": "C4H7NO", "method": "wB97M-V/def2-TZVPD", "elements": ["C", "N", "C", "C", "C", "O", "H", "H", "H", "H", "H", "H", "H"], "positions_angstrom": [[1.6481, 0.5116, 0.5418], [0.9173, -0.4087, 1.4013], [0.8258, -0.5993, -0.0496], [-0.4448, -0.1588, -0.8040], [-1.9269, -0.0949, -0.4467], [-1.0271, 0.9611, -0.1885], [1.2624, 1.5236, 0.4258], [2.7372, 0.4530, 0.6014], [0.0671, 0.0527, 1.7187], [1.3926, -1.4641, -0.4014], [-0.6072, -0.3411, -1.8549], [-2.6825, 0.2782, -1.1686], [-2.3190, -0.7883, 0.2806]], "largest_force_ha_per_bohr": 0.04325, "gap_ev": 10.38, "spin_multiplicity": 1, "total_energy_ha": -286.48239, "smiles": "C1N[C@H]1[C@H]1CO1", "relative_energy_ev": 4.062}